No. 1
This record from the OMol25 dataset describes C10H16AuN3O2SSe4 as an isolated structure. The level of theory is ωB97M-V/def2-TZVPD.

Calculated values
expectation value of S²	0.757
net charge	-1
E_HOMO (alpha / beta)	-4.05 / -3.96	eV
2S+1	2

CARTESIAN COORDINATES (ANGSTROEM)
H1 -3.24 1.33 4.09
H2 2.09 1.55 -0.36
Se1 -3.64 -3.07 1.66
C1 1.83 -0.75 -1.44
N1 -2.26 0.86 2.37
Se2 -0.53 -4.15 -0.54
C2 1.75 1.71 -1.38
H3 4.72 -1.00 -0.98
C3 -3.40 3.12 1.21
H4 4.47 0.10 0.40
O1 -1.74 -0.15 2.95
C4 2.66 -1.95 0.46
H5 2.41 2.42 -1.88
H6 3.13 -2.81 -0.03
C5 -2.57 2.28 0.49
S1 -0.91 0.14 0.13
H7 -3.84 3.99 0.75
C6 0.76 0.45 -3.21
H8 1.63 -2.19 0.68
N2 2.72 -0.75 -0.36
Se3 -3.71 -5.30 1.18
H9 4.04 0.61 -1.24
C7 -3.67 2.79 2.54
H10 0.99 1.29 -3.86
H11 0.86 -0.48 -3.77
H12 3.18 -1.75 1.40
N3 1.69 0.45 -2.09
Au1 -1.64 -2.12 0.49
H13 -2.36 2.48 -0.55
Se4 -1.76 -5.95 0.10
H14 0.74 2.14 -1.32
O2 1.22 -1.76 -1.77
H15 -4.32 3.39 3.16
C8 -3.09 1.67 3.08
H16 -0.27 0.53 -2.86
C9 4.05 -0.23 -0.56
C10 -1.98 1.14 1.05


No. 2
This record from the OMol25 dataset describes C10H16BCsN5O2S2 as an isolated structure in a non-equilibrium geometry. The level of theory is ωB97M-V/def2-TZVPD.

Calculated values
net charge	-1
E_HOMO	-4.61	eV

CARTESIAN COORDINATES (ANGSTROEM)
N1 -0.28 0.89 -3.47
H1 -0.70 -4.40 2.93
H2 -0.66 3.32 4.68
N2 0.93 -2.40 -0.41
B1 1.73 -1.60 -1.52
H3 2.18 -2.44 -2.28
H4 -1.58 -0.33 -4.68
C1 -0.39 -4.00 0.40
C2 0.01 -3.58 2.84
O1 -1.60 2.52 2.15
C3 0.69 0.64 -2.53
H5 1.29 4.37 3.73
H6 0.55 4.51 2.29
N3 0.74 -0.71 -2.39
O2 -2.97 4.02 3.14
S1 1.60 1.88 -1.80
C4 -1.89 3.47 2.95
C5 -0.66 2.22 -3.89
C6 -0.81 -0.30 -3.93
H7 -0.24 -2.34 -3.39
H8 -1.47 2.11 -4.62
C7 1.03 -2.33 0.95
H9 -0.09 -3.74 -1.76
C8 -0.16 -1.28 -3.28
N4 0.60 3.93 3.13
H10 2.56 -0.90 -1.01
S2 1.96 -1.32 1.95
H11 0.96 -3.84 3.31
Cs1 0.36 1.45 1.29
H12 -1.00 4.97 4.16
H13 -0.37 -2.70 3.35
C9 0.09 -3.45 -0.74
C10 -0.72 3.97 3.81
H14 -1.07 -4.82 0.56
H15 -1.01 2.80 -3.04
N5 0.20 -3.31 1.43
H16 0.18 2.74 -4.33


No. 3
This record from the OMol25 dataset describes a 7-piece molecular cluster, C10H16Br6Cl12 overall in a non-equilibrium geometry. The level of theory is ωB97M-V/def2-TZVPD.

Calculated values
E_HOMO	-9.87	eV
SMILES string	ClC(Cl)Cl.ClC(Cl)Cl.ClC(Cl)Cl.ClC(Cl)Cl.BrCCBr.BrCCBr.BrCCBr

CARTESIAN COORDINATES (ANGSTROEM)
C1 -0.99 1.74 -0.50
Cl1 -5.48 -5.43 1.17
C2 1.27 -5.43 2.68
Cl2 -5.08 -2.54 1.05
H1 4.02 2.38 -7.91
Cl3 -7.31 -3.65 -0.15
C3 -0.63 -3.57 -3.71
H2 0.48 2.17 -2.16
C4 0.63 -6.00 3.95
C5 3.25 3.15 -7.86
H3 -1.37 4.71 4.41
H4 2.34 -5.65 2.67
H5 -0.81 2.50 0.26
Cl4 2.63 3.40 -9.49
Cl5 5.43 1.77 -2.36
C6 6.73 1.23 -1.16
Br1 -0.53 7.09 4.70
C7 -2.78 5.66 5.80
H6 -3.26 6.63 5.93
H7 -6.93 -3.83 2.10
H8 -3.51 4.86 5.93
Cl6 -0.70 -5.12 -4.53
Br2 1.70 -5.45 5.48
H9 1.12 -4.35 2.75
Cl7 4.16 4.52 -7.23
Br3 -1.62 5.35 7.30
H10 -1.98 1.29 -0.46
Br4 0.23 0.33 0.03
Cl8 8.00 0.23 -1.91
Br5 0.48 -6.40 1.09
H11 -0.85 1.35 -2.66
H12 -0.42 -5.73 4.06
H13 0.68 -7.08 3.82
Cl9 5.97 0.52 0.26
C8 -6.27 -3.87 1.23
C9 -1.84 5.69 4.54
Br6 -1.36 3.90 -2.24
Cl10 1.08 -3.06 -3.37
Cl11 -1.54 -2.36 -4.68
C10 -0.58 2.12 -1.94
Cl12 1.93 2.55 -6.72
H14 7.24 2.16 -0.92
H15 -1.21 -3.64 -2.79
H16 -2.34 5.87 3.58